# 1
The following is a DFT calculation (ωB97M-V/def2-TZVPD) of a structure of composition C49H57BaCl2N6O3Si in a non-equilibrium geometry.

ORCA input file:
```
! wB97M-V def2-TZVPD RIJCOSX def2/J DEFGRID3
* xyz -1 1
Ba -13.669 8.023 19.371
C -11.254 5.159 19.317
C -12.121 4.639 20.503
N -13.276 5.517 20.881
C -13.283 5.946 22.293
C -12.104 6.859 22.710
N -11.857 8.062 21.821
C -10.460 8.180 21.328
C -9.972 7.021 20.423
N -10.920 6.599 19.342
H -10.340 4.516 19.300
H -11.781 4.950 18.357
H -12.500 3.647 20.151
H -11.472 4.470 21.377
H -14.136 4.996 20.736
H -14.221 6.528 22.452
H -13.266 5.081 22.977
H -12.351 7.207 23.735
H -11.183 6.252 22.781
H -11.984 8.860 22.448
H -10.365 9.146 20.793
H -9.748 8.189 22.175
H -9.018 7.365 19.989
H -9.724 6.145 21.068
H -10.436 6.769 18.459
Cl -16.784 9.938 19.263
C -17.048 9.866 20.970
C -18.049 10.540 21.618
C -18.159 10.371 22.989
Cl -19.396 11.265 23.769
C -17.358 9.528 23.779
C -17.478 9.310 25.170
C -16.668 8.375 25.770
C -15.749 7.637 25.006
N -15.587 7.777 23.717
C -16.371 8.756 23.148
C -16.183 9.004 21.733
O -15.220 8.322 21.263
H -18.732 11.196 21.086
H -18.209 9.879 25.746
H -16.737 8.167 26.847
H -15.110 6.893 25.489
C -14.373 5.991 17.343
Si -16.070 5.622 17.038
C -16.677 4.348 18.364
N -16.432 4.798 19.727
C -17.268 5.985 20.163
C -18.068 5.719 21.437
C -18.769 4.354 21.362
C -17.754 3.195 21.145
C -16.368 3.709 20.729
C -16.080 4.709 15.376
C -16.412 5.419 14.225
C -16.294 4.835 12.981
C -15.872 3.511 12.869
C -15.563 2.786 14.020
C -15.672 3.382 15.266
C -17.292 7.041 16.819
C -16.784 8.302 16.468
C -17.650 9.372 16.218
C -19.019 9.184 16.289
C -19.537 7.930 16.606
C -18.681 6.861 16.845
H -13.850 6.767 16.767
H -13.740 5.316 17.952
H -16.129 3.395 18.200
H -17.754 4.108 18.196
H -17.984 6.252 19.364
H -16.600 6.848 20.317
H -18.826 6.514 21.552
H -17.399 5.784 22.312
H -19.510 4.392 20.529
H -19.319 4.172 22.296
H -18.156 2.492 20.390
H -17.653 2.628 22.092
H -15.740 2.889 20.284
H -15.847 4.075 21.628
H -16.779 6.458 14.299
H -16.577 5.404 12.085
H -15.792 3.047 11.888
H -15.207 1.749 13.936
H -15.439 2.821 16.187
H -15.701 8.481 16.421
H -17.229 10.346 15.985
H -19.702 10.012 16.092
H -20.613 7.779 16.675
H -19.106 5.860 17.043
C -9.785 16.070 19.195
C -9.239 14.650 19.210
C -8.014 14.387 19.844
C -7.467 13.106 19.874
C -8.138 12.044 19.280
C -9.363 12.267 18.612
N -10.040 11.217 17.991
C -10.530 11.221 16.703
C -9.959 12.017 15.701
C -10.488 12.016 14.427
C -11.596 11.238 14.111
C -12.219 10.467 15.077
C -11.697 10.460 16.375
C -12.406 9.789 17.497
O -13.601 9.506 17.219
O -11.731 9.557 18.550
C -9.943 13.587 18.596
C -11.323 13.861 18.023
H -9.025 16.774 19.569
H -10.691 16.187 19.842
H -10.057 16.391 18.168
H -7.488 15.217 20.328
H -6.521 12.944 20.402
H -7.714 11.031 19.293
H -10.512 10.429 18.527
H -9.133 12.696 15.965
H -10.030 12.642 13.652
H -12.013 11.237 13.099
H -13.104 9.859 14.873
H -11.959 12.960 18.065
H -11.284 14.174 16.951
H -11.825 14.682 18.590
*
```

Calculated values
HOMO level = -0.1215 hartree
Frontier orbital gap = 5.3 eV
Total energy = -3691.18696 a.u.
Energy relative to the best compared isomer or geometry (same formula, charge and spin) = 0.0 kJ/mol
E_LUMO = 1.95 eV


# 2
The following is a DFT calculation (ωB97M-V/def2-TZVPD) of a cluster of 13 separate species, C49H59F3N10O9 in total in a non-equilibrium geometry.

ORCA input file:
```
! wB97M-V def2-TZVPD RIJCOSX def2/J DEFGRID3
* xyz 0 1
N -0.376 4.909 2.404
C 0.563 4.357 1.606
C 1.123 3.269 2.230
C 0.478 3.152 3.540
C -0.402 4.231 3.588
H -1.053 5.642 2.194
H 0.652 4.734 0.605
H 1.805 2.554 1.804
H 0.556 2.299 4.144
H -1.097 4.530 4.350
N -2.764 0.914 4.736
C -4.068 0.771 5.052
C -4.560 -0.452 4.555
C -3.463 -1.051 3.856
C -2.347 -0.180 4.033
H -2.166 1.600 5.177
H -4.545 1.553 5.626
H -5.541 -0.860 4.727
H -3.432 -1.934 3.234
H -1.376 -0.190 3.500
N 4.888 -3.456 -0.245
C 4.728 -2.374 -1.094
C 4.651 -2.923 -2.368
C 4.636 -4.320 -2.253
C 4.827 -4.606 -0.917
H 4.963 -3.362 0.777
H 4.847 -1.358 -0.707
H 4.565 -2.358 -3.309
H 4.582 -4.994 -3.109
H 5.007 -5.543 -0.403
N -2.628 2.311 -3.247
C -1.880 2.212 -4.381
C -2.646 1.606 -5.386
C -3.937 1.373 -4.810
C -3.890 1.831 -3.508
H -2.354 2.911 -2.484
H -0.895 2.630 -4.408
H -2.308 1.421 -6.393
H -4.870 1.086 -5.292
H -4.605 1.952 -2.727
N -2.591 2.040 1.300
C -3.831 2.154 1.757
C -4.637 2.828 0.904
C -3.781 3.194 -0.233
C -2.546 2.705 0.134
H -1.825 1.701 1.833
H -4.063 1.723 2.722
H -5.683 2.911 1.117
H -3.933 3.841 -1.084
H -1.627 2.747 -0.411
N -0.347 -3.162 4.633
C 0.949 -3.139 4.868
C 1.214 -2.893 6.171
C -0.061 -2.718 6.795
C -0.994 -2.915 5.795
H -0.789 -3.161 3.702
H 1.652 -3.404 4.055
H 2.212 -2.841 6.539
H -0.187 -2.432 7.800
H -2.067 -2.917 5.748
N 5.992 1.830 -0.370
C 4.820 2.186 0.172
C 3.759 1.870 -0.671
C 4.343 1.156 -1.742
C 5.670 1.150 -1.483
H 6.947 1.880 0.008
H 4.739 2.704 1.112
H 2.716 2.089 -0.478
H 3.810 0.681 -2.526
H 6.509 0.770 -1.992
N 0.612 4.661 -3.987
C -0.094 5.816 -4.317
C -0.927 6.127 -3.275
C -0.735 5.053 -2.270
C 0.252 4.240 -2.740
H 1.270 4.148 -4.579
H 0.067 6.309 -5.276
H -1.671 6.892 -3.194
H -1.171 4.914 -1.287
H 0.699 3.355 -2.260
N 4.154 -0.506 1.909
C 3.431 -1.472 2.528
C 4.276 -2.414 3.067
C 5.609 -1.906 2.758
C 5.487 -0.740 2.041
H 3.748 0.181 1.290
H 2.352 -1.370 2.503
H 4.084 -3.307 3.586
H 6.579 -2.336 2.974
H 6.159 -0.002 1.665
N -1.114 -1.190 -4.464
C -1.624 -2.494 -4.455
C -0.553 -3.371 -4.545
C 0.655 -2.573 -4.581
C 0.236 -1.255 -4.513
H -1.702 -0.367 -4.654
H -2.689 -2.613 -4.444
H -0.535 -4.451 -4.677
H 1.685 -2.840 -4.773
H 0.813 -0.337 -4.647
C 0.885 -5.173 0.059
C 1.412 -3.865 -0.217
O 0.677 -3.000 0.683
C -0.470 -3.670 0.983
O -1.403 -3.200 1.507
O -0.430 -4.971 0.631
F 1.081 -3.536 -1.519
H 1.550 -5.827 0.592
H 0.792 -5.716 -0.881
H 2.446 -3.610 -0.002
C -5.523 -0.041 -0.712
C -4.205 -0.661 -0.335
O -3.782 -1.291 -1.518
C -4.871 -1.484 -2.289
O -4.812 -2.192 -3.243
O -5.900 -0.705 -1.923
F -4.335 -1.704 0.578
H -5.430 1.028 -0.871
H -6.276 -0.191 0.061
H -3.441 0.063 -0.015
C -0.741 -0.511 -1.338
C 0.747 -0.189 -1.478
O 1.222 -0.137 -0.158
C 0.159 -0.170 0.679
O 0.320 -0.262 1.899
O -1.005 -0.201 0.016
F 0.956 1.010 -2.091
H -0.894 -1.578 -1.448
H -1.446 0.107 -1.907
H 1.326 -0.936 -1.996
*
```

Calculated values
HOMO level = -0.2824 hartree
Frontier orbital gap = 8.1 eV
Total energy = -3426.83761 a.u.
E_LUMO = 0.44 eV